C4H12N2S | ωB97M-V/def2-TZVPD

Calculated values
- relative energy (zero: lowest compared OMol25 entry of this formula, charge and spin) (kcal per mole) = 10.4
- E (Eh) = -667.2783
- SMILES = NCCNCCS
- orbital gap (eV) = 9.535
- highest occupied orbital energy (eV) = -8.62
- E_LUMO (eV) = 0.910

Structure (XYZ):
```
19
Properties=species:S:1:pos:R:3:lowdin_charge:R:1
N -2.35785 -1.43292 -0.71575 -0.005
C -1.37874 -0.56483 -1.38691 -0.281
C -1.15419 0.73512 -0.62036 -0.240
N -0.23422 0.70345 0.50942 -0.081
C 1.04196 0.06141 0.30789 -0.352
C 1.94316 0.24434 1.50914 -0.563
S 2.47599 1.96341 1.77425 0.687
H -3.06696 -1.74567 -1.36976 0.058
H -1.93256 -2.29724 -0.40095 0.057
H -1.72500 -0.31633 -2.39022 0.105
H -0.41353 -1.05195 -1.54487 0.092
H -0.83975 1.51199 -1.32049 0.108
H -2.12390 1.05614 -0.22770 0.113
H -0.70638 0.30775 1.31379 0.109
H 0.98590 -1.02141 0.12802 0.103
H 1.49575 0.50379 -0.58861 0.120
H 2.83487 -0.36289 1.36670 0.068
H 1.46331 -0.10065 2.41772 0.062
H 3.69217 1.80648 1.23869 -0.161
```